# 1
Density functional theory data (ωB97M-V/def2-TZVPD) for C36H25F2N3O4PPb as an isolated structure.

Atoms and positions in Å:
Pb1 0.29611 0.48601 0.32428
F1 -3.76535 -2.66333 2.05740
C1 -3.19565 -1.46173 2.09740
C2 -2.18014 -1.17019 1.20442
C3 -1.61929 0.08999 1.26719
C4 -2.01082 1.06344 2.18458
C5 -3.02188 0.68746 3.06788
F2 -3.43400 1.53577 4.01657
C6 -3.62668 -0.55177 3.03919
C7 -1.32610 2.38320 2.20437
C8 -1.85535 3.52097 2.79928
C9 -1.15282 4.71385 2.72608
C10 0.05775 4.76100 2.05949
C11 0.51646 3.60175 1.46682
N1 -0.15483 2.45109 1.54964
H1 -1.86030 -1.92586 0.49797
H2 -4.40916 -0.79939 3.74275
H3 -2.80737 3.47971 3.29920
H4 -1.56016 5.60724 3.18110
H5 0.63106 5.67331 1.98599
H6 1.44333 3.56901 0.91308
N2 1.91423 -0.39367 1.13804
P1 2.75609 -1.63214 0.64090
C12 1.93428 -2.82222 -0.44880
C13 1.67339 -2.49529 -1.78053
C14 0.95271 -3.36168 -2.58705
C15 0.48552 -4.56417 -2.07151
C16 0.74388 -4.90074 -0.75030
C17 1.46650 -4.03474 0.05882
C18 3.30462 -2.57439 2.07431
C19 4.32865 -3.51236 1.95908
C20 4.71796 -4.25107 3.06436
C21 4.09125 -4.04947 4.28856
C22 3.07828 -3.10874 4.40804
C23 2.68394 -2.36906 3.30157
C24 4.24806 -1.10739 -0.24339
C25 4.81030 -1.82053 -1.30055
C26 5.95440 -1.34842 -1.93080
C27 6.54455 -0.16604 -1.50576
C28 5.99268 0.54604 -0.44652
C29 4.84802 0.07853 0.18169
H7 2.04634 -1.57200 -2.20206
H8 0.75958 -3.10064 -3.61992
H9 -0.07274 -5.24280 -2.70371
H10 0.38931 -5.84108 -0.34886
H11 1.66990 -4.30793 1.08669
H12 4.82705 -3.66703 1.00869
H13 5.51273 -4.97990 2.97605
H14 4.39916 -4.62331 5.15307
H15 2.59818 -2.94671 5.36426
H16 1.90398 -1.62319 3.38057
H17 4.35910 -2.74386 -1.64188
H18 6.38333 -1.90466 -2.75430
H19 7.43849 0.19906 -1.99537
H20 6.45492 1.46575 -0.11170
H21 4.40492 0.64002 0.99580
O1 0.62882 0.47742 -1.92017
C30 1.57134 1.33616 -1.81798
O2 1.67462 2.00963 -0.75754
C31 2.55830 1.46271 -2.91756
C32 2.13699 1.65210 -4.22906
C33 3.07989 1.74729 -5.23706
C34 4.41566 1.61614 -4.90072
C35 4.85157 1.41072 -3.60657
C36 3.90571 1.34914 -2.59569
N3 5.42649 1.69636 -5.98052
O3 6.58158 1.48460 -5.67720
O4 5.03013 1.96698 -7.09352
H22 1.08149 1.72046 -4.45642
H23 2.80036 1.90939 -6.26721
H24 5.90734 1.30950 -3.40443
H25 4.21129 1.20117 -1.56579

Calculated values
- orbital gap (eV) = 8.18
- net charge = +1
- E (hartree) = -2585.7169
- largest force on an atom (eV Å⁻¹) = 0.57

=====

# 2
Density functional theory data (ωB97M-V/def2-TZVPD) for C36H25NO4PS2Ti as an isolated structure.

Atoms and positions in Å:
Ti1 1.54295 0.06001 0.10064
C1 -3.44484 3.78593 -1.61023
C2 -3.86576 3.04898 -0.51315
C3 -3.15112 1.93183 -0.10676
C4 -2.01451 1.55384 -0.80891
C5 -1.59302 2.28994 -1.91507
C6 -2.30833 3.40557 -2.31384
P1 -1.02565 0.11907 -0.36499
C7 -1.69732 -0.66763 1.10974
C8 -1.67151 0.06721 2.29848
C9 -2.04990 -0.53513 3.48619
C10 -2.43662 -1.87003 3.49716
C11 -2.45925 -2.59878 2.31773
C12 -2.09312 -2.00066 1.11934
C13 -1.16603 -1.00480 -1.75707
C14 -2.35180 -1.34741 -2.35423
C15 -2.34698 -2.19330 -3.47914
C16 -1.16129 -2.63395 -4.00090
C17 0.07739 -2.26039 -3.42949
C18 1.31946 -2.63900 -3.99349
C19 2.49075 -2.21659 -3.43384
C20 2.47992 -1.42778 -2.26269
C21 1.30086 -1.03452 -1.66923
C22 0.07751 -1.44420 -2.27182
H1 -4.00551 4.65723 -1.92252
H2 -4.75261 3.34456 0.03153
H3 -3.47748 1.36501 0.75585
H4 -0.71067 1.98484 -2.46955
H5 -1.98384 3.97647 -3.17401
H6 -1.36037 1.10759 2.28821
H7 -2.03751 0.03591 4.40530
H8 -2.72194 -2.34097 4.42867
H9 -2.76615 -3.63676 2.32680
H10 -2.10870 -2.57149 0.20000
H11 -3.28879 -0.96215 -1.96842
H12 -3.28396 -2.47703 -3.93908
H13 -1.15573 -3.26626 -4.88098
H14 1.32436 -3.25865 -4.88201
H15 3.43821 -2.49633 -3.87594
H16 3.43466 -1.14100 -1.83371
S1 3.17721 -2.99955 1.23635
C23 2.26857 -3.73538 2.59672
C24 1.48852 -4.85942 2.36274
C25 0.78425 -5.42224 3.41569
C26 0.85851 -4.85611 4.68183
C27 1.64323 -3.73310 4.90386
C28 2.36195 -3.17034 3.85998
H17 1.43269 -5.28790 1.37003
H18 0.17898 -6.30262 3.24624
H19 0.30995 -5.29815 5.50303
H20 1.70607 -3.29927 5.89267
H21 2.98839 -2.30346 4.02601
O1 1.27518 -1.17207 1.57064
C29 2.27304 -1.61636 0.95689
O2 -0.63228 3.30003 1.15977
S2 0.77091 3.53671 1.31485
O3 1.27757 4.04305 2.54611
N1 1.58097 2.12440 0.91595
C30 2.35654 2.31677 -0.14023
O4 2.95918 1.28473 -0.60835
C31 2.32727 3.65509 -0.74423
C32 3.01505 4.13168 -1.84640
C33 2.78469 5.44700 -2.22475
C34 1.89642 6.25180 -1.51777
C35 1.20800 5.77060 -0.40750
C36 1.44266 4.46329 -0.04823
H22 3.70450 3.49604 -2.38590
H23 3.30526 5.85582 -3.08003
H24 1.74035 7.27376 -1.83625
H25 0.52061 6.39604 0.14568

Calculated values
- orbital gap (eV) = 7.38
- net charge = +1
- E (hartree) = -3729.6142
- largest force on an atom (eV Å⁻¹) = 0.82

=====

# 3
Density functional theory data (ωB97M-V/def2-TZVPD) for a 6-piece molecular cluster, C36H26ClN3O23P2S overall at a distorted geometry.

Atoms and positions in Å:
N1 -5.08187 -1.37430 1.63628
P1 -3.69672 -2.10041 0.82381
O1 -3.05219 -0.79990 -0.13860
C1 -2.29217 -2.52787 2.01479
C2 -1.61041 -1.46918 2.97743
C3 -0.42687 -1.91007 3.89001
Cl1 0.42211 -0.72935 5.02927
C4 0.06441 -3.39622 3.83145
N2 1.13200 -4.07149 4.53486
S1 1.30219 -5.70236 4.08990
N3 0.00476 -5.83817 2.94522
C5 -0.57453 -4.51925 2.90384
C6 -1.76862 -4.01654 2.00487
P2 -2.66596 -5.23897 0.81608
O2 -4.16885 -5.54360 1.65278
O3 -1.79673 -6.70697 0.71928
H1 -5.34696 -1.86234 2.50302
H2 -4.92138 -0.36479 1.77829
H3 -2.84553 -1.16046 -1.03158
H4 -1.99183 -0.39533 2.98193
H5 -4.47875 -4.64116 1.91324
H6 -1.84879 -7.10758 -0.17544
O4 -0.19577 4.82240 -3.05145
C7 -0.86338 4.35002 -2.14265
C8 -0.56534 3.04474 -1.54798
C9 -1.32804 2.55457 -0.56747
O5 -1.06221 1.34466 -0.00344
C10 -2.50376 3.30857 -0.04701
O6 -3.18973 2.82262 0.83719
C11 -2.78739 4.62619 -0.62637
C12 -2.02317 5.11739 -1.60380
O7 -2.27382 6.34211 -2.15006
H7 0.29109 2.50684 -1.93760
H8 -1.75392 1.21677 0.67472
H9 -3.63284 5.17118 -0.22779
H10 -1.58685 6.46807 -2.83392
O8 -7.66135 -5.55781 -4.16723
C13 -6.68306 -4.89311 -3.87198
C14 -6.78969 -3.58397 -3.21906
C15 -5.69459 -2.87954 -2.92714
O9 -5.77483 -1.66465 -2.31898
C16 -4.33273 -3.38899 -3.25279
O10 -3.35420 -2.70803 -2.98680
C17 -4.22411 -4.70781 -3.88356
C18 -5.31883 -5.41486 -4.17301
O11 -5.23338 -6.64302 -4.75686
H11 -7.78375 -3.22424 -2.98970
H12 -4.85036 -1.36521 -2.22030
H13 -3.22891 -5.07377 -4.09855
H14 -6.15725 -6.94473 -4.86334
O12 1.91866 5.88892 -0.15266
C19 1.86173 7.04624 -0.53419
C20 1.23016 7.42503 -1.80232
C21 1.20203 8.70066 -2.19363
O13 0.61571 9.06670 -3.36859
C22 1.80952 9.78061 -1.36544
O14 1.78158 10.93318 -1.76285
C23 2.42021 9.40518 -0.08568
C24 2.44521 8.12980 0.30737
O15 3.00682 7.76642 1.49495
H15 0.79496 6.63092 -2.39489
H16 0.72763 10.03644 -3.42366
H17 2.84186 10.20069 0.51429
H18 2.90002 6.79603 1.54660
O16 4.72637 3.76795 -7.05737
C25 4.06018 3.29671 -6.15126
C26 4.35727 1.98941 -5.55497
C27 3.59437 1.49984 -4.57554
O17 3.86032 0.28782 -4.01058
C28 2.41877 2.25485 -4.05641
O18 1.73159 1.76819 -3.17166
C29 2.13535 3.57164 -4.63500
C30 2.90048 4.06307 -5.61243
O19 2.65089 5.28687 -6.15849
H19 5.21183 1.45109 -5.94249
H20 3.16858 0.16017 -3.33168
H21 1.28805 4.11648 -4.23515
H22 3.33898 5.41162 -6.84152
O20 7.52270 -5.56354 8.80194
C31 6.54397 -5.67773 8.08481
C32 6.58274 -6.40546 6.81162
C33 5.49337 -6.49426 6.04597
O21 5.51486 -7.16961 4.86185
C34 4.20666 -5.85973 6.45026
O22 3.23411 -5.94539 5.71620
C35 4.16066 -5.15301 7.73327
C36 5.24925 -5.06679 8.50125
O23 5.22074 -4.41546 9.69700
H23 7.52319 -6.85925 6.52911
H24 4.61104 -7.08773 4.49931
H25 3.21571 -4.71235 8.02248
H26 6.12676 -4.49231 10.05638

Calculated values
- SMILES = NP(O)c1cc(Cl)c2nsnc2c1P(O)O.O=C1C=C(O)C(=O)C=C1O.O=C1C=C(O)C(=O)C=C1O.O=C1C=C(O)C(=O)C=C1O.O=C1C=C(O)C(=O)C=C1O.O=C1C=C(O)C(=O)C=C1O
- orbital gap (eV) = 6.17
- E (hartree) = -4823.1380
- largest force on an atom (eV Å⁻¹) = 5.41

=====

Question: The lowest largest force on an atom belongs to which entry?
Answer: C36H25F2N3O4PPb